Here is a 11-piece molecular cluster, C22H66O11S11 overall from the OMol25 dataset. Energies are from the ωB97M-V functional and the def2-TZVPD basis.

XYZ file:
```
110
C22H66O11S11 | the OMol25 dataset | the ωB97M-V functional and the def2-TZVPD basis
H 2.8313 5.0913 -1.1286
H -4.8813 -2.3537 3.8452
O 0.8959 6.1814 0.6277
H -0.2560 -5.0137 3.0189
C -0.3161 -0.5188 -3.9070
S 1.2489 -3.9698 -2.3354
C 3.5425 3.9323 1.4858
C -0.4993 0.2099 -6.4678
H -1.5427 0.4996 -6.3281
H -4.3117 -2.0486 -4.2426
O -4.5970 -0.0235 -1.4118
H 1.6788 -2.2209 2.0255
H 2.8873 -2.6256 -1.1541
H -0.8676 5.9051 -1.8936
C 2.6861 -2.4852 2.3473
O -3.0836 6.0571 3.4584
H 3.4727 3.9207 2.5669
H -5.4856 -0.7659 -3.7535
C 0.8463 0.8681 0.7396
S -6.6205 -1.5290 2.4413
C -3.2465 3.5004 4.3620
C 4.5128 -4.1604 3.3486
S -2.4380 -5.3126 2.2155
H 0.1777 0.4510 -3.7913
C 2.6780 -2.9026 -2.1876
H 2.6415 0.9715 -3.5216
H -3.1085 3.8167 1.6916
C -0.7587 -1.3115 0.5535
H 1.9829 1.8545 -2.1200
H -6.2059 -3.4948 3.7909
H -3.2692 -7.0124 3.6491
S 4.9322 4.8773 0.8456
H -1.8836 4.8317 1.2921
H 0.1349 -1.7061 1.0349
H -3.9528 -0.3878 -4.5574
C -2.1118 4.1037 2.0698
H 2.6474 4.3018 0.9784
H -4.8967 0.1836 2.6758
H 4.1630 6.2655 2.6758
S -3.6397 -0.8354 -2.2049
H -4.3503 -2.5776 -0.6336
H -4.5652 -3.1054 -2.2899
S 2.7354 -3.9246 3.4174
C 5.3867 1.5150 -3.4007
H 5.0357 -3.4120 3.9411
H 3.6104 6.8737 1.0705
H 6.1774 0.7717 -3.4500
H -1.3761 -0.3231 -3.7349
H -0.2200 0.1132 -7.5097
S 1.1920 6.6553 -0.7502
C 2.8251 1.7713 -2.7948
O 1.4450 -1.3408 -5.6936
H 3.1689 -2.7422 1.3952
S -2.2417 4.8520 3.6988
H 3.1640 -1.6403 2.8386
H -0.5640 -4.0219 1.5565
C 4.4271 6.4221 1.6308
H 3.6768 2.9081 1.1197
H 4.7341 -5.1736 3.6559
H 2.0520 5.4718 -2.6339
H 0.6316 -5.6097 -0.7420
H -0.1968 7.4786 -2.5792
S -0.8758 0.4199 1.0034
H 2.5503 -2.0143 -2.7983
H 4.7494 1.4568 -4.2853
C -4.4388 -1.0465 -3.8305
H -1.4982 3.2108 2.0148
H -4.2398 3.5845 3.9058
H 2.3144 -5.5428 -0.8003
H -2.8312 2.5413 4.0576
H -0.1883 -5.8380 1.5283
H 1.2278 4.3278 -1.4679
H 1.2788 0.4246 -0.1616
C -2.2686 -6.6907 3.3910
H 3.5785 -3.4209 -2.5310
H 4.7436 -4.0329 2.2903
O 4.1360 -0.2233 -1.7312
H 1.5360 -4.2996 0.1153
S -0.0347 -1.2496 -5.5102
O -1.1150 0.4301 2.4709
O -7.3247 -0.7263 3.4842
C 1.4361 -4.8767 -0.8000
H 0.0448 -1.1716 -3.1118
H 0.9795 1.9445 0.6127
H 5.2871 7.0937 1.6495
C 1.8515 5.2060 -1.5943
H -3.3832 3.6090 5.4331
O 6.1298 4.3861 1.5820
S 4.3420 1.2343 -1.9440
H -0.9600 7.3914 -1.0253
H -1.6612 -7.4929 2.9830
H -2.9312 -3.0486 -1.6217
H 1.3636 0.5436 1.6464
H -1.6475 -1.8013 0.9598
H -5.1090 -3.2952 2.3156
H 0.0848 1.0369 -6.0468
O -2.9455 -4.1708 3.0413
H 3.0170 2.6671 -3.3856
H -0.7840 -1.5532 -0.5117
C -5.5853 -2.8513 3.1792
C -0.3138 6.8263 -1.7200
C -0.6747 -4.9950 2.0121
O 2.2199 -5.0931 2.6271
O 0.0539 -3.0974 -2.0572
H -5.4251 0.0197 0.9852
H 5.8477 2.5036 -3.4462
C -3.9047 -2.5499 -1.6248
H -4.3586 -1.1622 1.7242
H -1.7848 -6.2032 4.2377
C -5.2243 -0.5172 1.9083
```

Properties
Kohn-Sham gap ... 7.95 eV
E_LUMO ... -0.12 eV
ΔE to the lowest compared entry with this formula, charge and spin ... 184.2 kJ/mol
Electronic energy ... -165584.4608 eV
Highest occupied orbital energy ... -8.072 eV

Atomic partial charges in e from the Mulliken method, atoms 1 to 99:
1. H 0.121
2. H 0.292
3. O -0.549
4. H 0.318
5. C 0.106
6. S 0.286
7. C -0.612
8. C -0.855
9. H 0.286
10. H 0.367
11. O -0.717
12. H -0.636
13. H -0.082
14. H 0.282
15. C -0.447
16. O -0.639
17. H 0.460
18. H 0.351
19. C -0.648
20. S 0.413
21. C -0.828
22. C -1.000
23. S 0.546
24. H 0.140
25. C -0.383
26. H 0.399
27. H 0.326
28. C 1.988
29. H 0.089
30. H 0.404
31. H 0.388
32. S 0.466
33. H 0.291
34. H -1.574
35. H 0.266
36. C -0.669
37. H 0.070
38. H 0.350
39. H 0.272
40. S 0.764
41. H 0.088
42. H 0.502
43. S 0.469
44. C -1.008
45. H 0.380
46. H 0.201
47. H 0.368
48. H 0.130
49. H 0.358
50. S 0.416
51. C -0.986
52. O -0.620
53. H 0.081
54. S 0.486
55. H 0.516
56. H -0.259
57. C -0.809
58. H 0.208
59. H 0.367
60. H 0.584
61. H 0.381
62. H 0.373
63. S 0.660
64. H 0.115
65. H 0.276
66. C -1.058
67. H 0.117
68. H 0.303
69. H 0.486
70. H 0.193
71. H 0.346
72. H 0.216
73. H 0.089
74. C -1.118
75. H 0.502
76. H 0.277
77. O -0.625
78. H -0.109
79. S 0.485
80. O -0.693
81. O -0.650
82. C -0.708
83. H -0.308
84. H 0.253
85. H 0.395
86. C -0.800
87. H 0.394
88. O -0.654
89. S 0.582
90. H 0.371
91. H 0.375
92. H 0.161
93. H 0.293
94. H 0.058
95. H 0.162
96. H 0.217
97. O -0.572
98. H 0.554
99. H 0.126


Here is a 11-piece molecular cluster, C22H66O11S11 overall from the OMol25 dataset. Energies are from the ωB97M-V functional and the def2-TZVPD basis.

XYZ file:
```
110
C22H66O11S11 | the OMol25 dataset | the ωB97M-V functional and the def2-TZVPD basis
H -5.6542 5.7465 -2.8143
S 7.4415 -0.5894 -3.7944
H 0.1525 -10.2435 5.7484
H -9.2285 4.8472 -2.1891
H 0.1432 2.8596 8.2839
O -2.7648 -7.4568 -4.5962
H 10.0025 8.4399 -1.4609
H -0.7413 -7.4217 5.4302
H -1.2494 -1.1329 -0.3761
C -0.9999 -5.8300 -5.3104
H 5.5791 7.2609 4.6231
H -0.9447 -8.8918 -6.2040
C 9.1233 0.1537 -3.8811
H 2.4842 9.5659 5.2243
H -1.4753 -5.9201 -6.2871
C 4.8016 6.6241 5.0452
S 8.6821 7.1879 0.0517
S 0.9569 -0.1326 -0.5832
H 0.5145 -6.4057 4.8188
H -10.1706 -0.7094 2.8314
H 1.1104 -0.4635 -8.2908
H 7.2013 1.1626 -5.4883
H 9.7632 -0.3422 -3.1512
H 1.0991 1.2901 -8.3348
H 9.6771 -0.0878 -4.7884
C 3.3452 8.8996 5.2765
C 1.2429 1.3360 -11.4310
H 6.5597 1.6515 -3.9391
H 5.6108 0.5091 -4.8914
S -1.2885 -7.2435 -4.3180
C -0.7119 -0.4499 0.2817
S -6.9215 3.8402 -1.8974
O 2.0178 -1.3066 -10.8144
C 1.3424 0.2979 6.6038
H 1.4656 1.5430 1.0641
H -8.7954 -5.3594 1.4709
H 0.5791 -8.6047 -5.4935
O 2.8788 -7.7549 5.8271
C -0.4811 -8.6579 -5.2457
H -8.5286 -7.0195 0.8287
C -9.2412 -0.5188 3.3680
C 9.5660 7.4537 -1.6191
H -7.9119 5.6434 -3.0159
H -1.5214 -5.0123 -4.8129
H 2.1780 0.9175 6.9293
C 8.1840 5.4772 -0.3118
H 4.1819 9.4316 4.8236
H 3.5792 8.7280 6.3272
H -9.0095 -1.1087 4.2549
H -1.3254 0.4461 0.3759
H -1.4286 2.0738 7.9125
H 1.9327 1.3723 -12.2742
C -0.3439 1.9854 7.8518
O 9.6319 7.2701 1.2200
H -7.0638 1.8682 5.0506
H -4.8771 -5.1653 1.6460
H -8.4413 -0.5938 2.6314
O 0.6032 0.0348 -2.0803
S 2.1379 0.1653 -10.3059
H -0.1099 0.2278 -9.2455
H -6.7658 1.3198 3.4483
C -8.5072 -6.3824 1.7128
S 1.4474 -8.2219 6.1527
H -4.5747 4.2440 -2.4564
H 2.1705 2.0523 -0.4578
O -9.9072 1.2526 5.2120
S -0.0664 1.4311 6.1408
C -7.3324 1.0794 4.3479
H -6.9920 0.1562 4.8169
S -9.1523 1.1906 3.8853
H 1.5666 -10.0515 4.5804
C -8.3269 4.6649 -2.7739
C 1.1753 -9.9032 5.5869
H 0.2828 0.9454 -11.7680
H -0.6702 -0.8990 1.2740
H 7.7851 5.1323 0.6422
H 9.1223 1.2079 -3.6040
H 1.7355 -0.2054 5.7204
O -6.9377 2.3135 -2.1321
C 0.9206 0.3965 -8.9330
C 6.6251 0.8124 -4.6318
H 0.1680 -7.9453 4.0186
H 4.8457 5.6221 4.6185
H 0.0536 -5.5502 -5.3111
C 0.2538 -7.4507 4.9862
S -6.8074 -6.4129 2.5130
H 8.7990 7.4695 -2.3933
S 3.1508 7.2834 4.5185
H -6.4251 -4.5949 0.9523
H 4.9262 6.6284 6.1281
H -0.4850 -9.5250 -4.5852
O 2.9942 7.5097 3.0134
H 10.2678 6.6210 -1.6668
H -0.1388 1.1755 8.5518
O 6.9448 -0.6266 -2.3467
H 8.9292 4.7625 -0.6611
H 1.6529 -10.5217 6.3468
H -8.4864 4.1900 -3.7419
O -1.1750 0.5110 5.6945
H 1.0845 2.2905 -10.9291
H -5.4643 4.3420 -3.8814
H -5.8326 -6.1039 0.3725
C -5.8495 -5.4686 1.2580
H 7.4073 5.4542 -1.0762
H -9.2849 -6.8284 2.3328
C -5.5022 4.6675 -2.8418
H 0.4589 2.3308 -0.2140
C 1.2713 1.6350 -0.0046
O -7.0123 -5.4405 3.6641
H 1.1172 -0.4477 7.3663
```

Properties
Kohn-Sham gap ... 8.92 eV
E_LUMO ... 0.19 eV
ΔE to the lowest compared entry with this formula, charge and spin ... 538.3 kJ/mol
Electronic energy ... -165580.7903 eV
Highest occupied orbital energy ... -8.732 eV

Atomic partial charges in e from the Mulliken method, atoms 1 to 99:
1. H 0.332
2. S 0.494
3. H 0.360
4. H 0.316
5. H 0.335
6. O -0.629
7. H 0.311
8. H 0.330
9. H 0.318
10. C -0.852
11. H 0.296
12. H 0.312
13. C -0.937
14. H 0.314
15. H 0.300
16. C -0.862
17. S 0.485
18. S 0.491
19. H 0.323
20. H 0.333
21. H 0.323
22. H 0.341
23. H 0.347
24. H 0.349
25. H 0.357
26. C -0.895
27. C -0.886
28. H 0.291
29. H 0.308
30. S 0.492
31. C -0.878
32. S 0.468
33. O -0.607
34. C -0.949
35. H 0.313
36. H 0.279
37. H 0.357
38. O -0.613
39. C -0.935
40. H 0.352
41. C -0.825
42. C -0.891
43. H 0.260
44. H 0.305
45. H 0.356
46. C -0.894
47. H 0.307
48. H 0.321
49. H 0.293
50. H 0.280
51. H 0.336
52. H 0.306
53. C -0.893
54. O -0.596
55. H 0.331
56. H 0.301
57. H 0.310
58. O -0.620
59. S 0.480
60. H 0.316
61. H 0.343
62. C -0.912
63. S 0.474
64. H 0.302
65. H 0.325
66. O -0.624
67. S 0.491
68. C -0.936
69. H 0.307
70. S 0.470
71. H 0.315
72. C -0.800
73. C -0.921
74. H 0.312
75. H 0.345
76. H 0.293
77. H 0.278
78. H 0.322
79. O -0.599
80. C -0.929
81. C -0.875
82. H 0.293
83. H 0.280
84. H 0.343
85. C -0.887
86. S 0.494
87. H 0.329
88. S 0.495
89. H 0.269
90. H 0.350
91. H 0.306
92. O -0.605
93. H 0.297
94. H 0.281
95. O -0.604
96. H 0.315
97. H 0.326
98. H 0.300
99. O -0.603